(1)
{
  "formula": "C4H46BO31",
  "method": "ωB97M-V with the def2-TZVPD basis set",
  "species": ["O", "C", "O", "B", "O", "C", "O", "O", "C", "O", "C", "O", "O", "O", "H", "H", "O", "H", "H", "O", "H", "H", "O", "H", "H", "O", "H", "H", "O", "H", "H", "O", "H", "H", "O", "H", "H", "O", "H", "H", "O", "H", "H", "O", "H", "H", "O", "H", "H", "O", "H", "H", "O", "H", "H", "O", "H", "H", "O", "H", "H", "O", "H", "H", "O", "H", "H", "O", "H", "H", "O", "H", "H", "O", "H", "H", "O", "H", "H", "O", "H", "H"],
  "coordinates": [[2.859, 0.517, 0.096], [1.660, 0.854, -0.198], [0.713, -0.001, -0.075], [-0.540, 0.726, -0.369], [-0.128, 2.131, -0.532], [1.104, 2.101, -0.509], [1.763, 3.122, -0.847], [-1.460, 0.591, 0.790], [-2.494, -0.006, 0.381], [-3.325, -0.436, 1.192], [-2.385, -0.344, -1.017], [-1.314, 0.129, -1.521], [-3.077, -1.183, -1.561], [4.930, -0.708, 1.382], [4.610, -1.006, 2.228], [4.130, -0.619, 0.877], [2.189, -0.050, -3.085], [2.666, 0.648, -3.558], [2.821, -0.325, -2.445], [-0.963, -2.571, 0.108], [-0.822, -2.580, -0.830], [-1.478, -3.394, 0.180], [-6.190, -2.261, -1.432], [-6.381, -1.924, -0.549], [-5.274, -2.584, -1.340], [2.813, -2.028, 2.621], [2.595, -1.218, 3.068], [2.418, -1.938, 1.761], [-3.812, -3.551, -2.057], [-3.346, -4.132, -1.524], [-3.518, -2.711, -1.702], [3.200, 2.102, 2.604], [3.577, 1.700, 1.850], [2.568, 1.449, 2.919], [-0.594, -1.979, 2.702], [-0.760, -1.996, 1.751], [-1.427, -1.704, 3.107], [-3.222, -1.680, 4.183], [-4.115, -1.567, 3.887], [-2.819, -0.828, 4.095], [1.928, -2.610, 0.110], [1.382, -3.340, -0.059], [1.221, -1.958, 0.231], [1.281, 6.178, -0.880], [1.891, 6.367, -1.612], [1.459, 5.277, -0.660], [-1.026, 1.792, -4.033], [-0.696, 2.414, -3.378], [-1.874, 2.198, -4.330], [5.525, 0.514, -1.390], [5.625, 0.572, -2.334], [5.211, -0.411, -1.315], [-1.994, 0.742, 3.525], [-1.542, 1.565, 3.619], [-2.105, 0.606, 2.586], [4.509, 2.678, -0.027], [3.641, 2.892, -0.311], [4.660, 1.801, -0.400], [1.077, 0.340, 2.757], [0.482, -0.401, 2.891], [0.456, 1.098, 2.879], [-0.329, 2.704, 2.546], [0.082, 3.551, 2.453], [-1.089, 2.847, 2.004], [-4.626, -2.845, 1.018], [-4.417, -3.232, 1.874], [-4.243, -2.000, 1.185], [-0.690, -3.135, -2.459], [-0.578, -2.279, -2.825], [-1.443, -3.336, -2.937], [-4.831, 1.300, 3.332], [-4.076, 1.823, 3.636], [-4.749, 1.588, 2.406], [-0.368, -0.896, -4.220], [-0.724, -0.148, -3.770], [0.600, -0.990, -4.097], [0.640, 4.065, -3.099], [1.292, 4.064, -3.811], [1.094, 3.606, -2.419], [3.708, -1.698, -1.805], [3.370, -2.094, -0.999], [3.063, -1.942, -2.496]],
  "atomic_forces_ev_per_a": [[-4.89, 2.00, -1.95], [7.63, -5.22, 3.32], [-2.49, -0.64, -0.87], [-0.49, -0.69, 0.29], [-4.63, -1.43, -0.13], [5.04, 7.70, -2.53], [-0.69, -2.40, 1.18], [2.48, 1.93, -0.46], [-3.71, -2.37, 4.16], [0.76, 1.16, -1.78], [-2.11, -3.33, -2.51], [2.49, 1.84, 0.48], [0.23, 1.90, 0.38], [1.14, 0.16, -0.23], [-0.16, -0.44, 0.41], [-0.49, 0.20, -0.30], [-0.95, 1.25, -1.47], [-0.40, -0.13, -0.06], [1.11, -0.41, 1.50], [-0.64, -0.63, 1.15], [0.34, 0.06, -1.71], [0.10, 0.43, 0.53], [0.17, 0.27, 0.27], [-0.04, -0.12, -0.09], [-0.74, -0.19, -0.20], [0.54, -0.46, 0.84], [-0.34, 0.57, 0.42], [-0.16, -0.27, -0.53], [-0.95, 0.76, -1.65], [1.07, -2.27, 1.59], [0.08, 0.64, -0.22], [-0.83, 0.91, 1.58], [1.05, -0.44, -1.54], [-0.02, -0.15, 0.07], [0.13, 0.35, 0.32], [-0.02, -0.14, -0.01], [-0.05, -0.33, 0.01], [0.31, -1.40, 0.30], [-0.71, 0.30, -0.24], [0.21, 1.27, 0.10], [0.43, 1.62, 0.06], [-0.83, -2.21, -0.32], [0.33, 0.50, -0.06], [0.18, 1.28, -0.46], [-0.39, -0.13, 0.38], [0.19, -1.11, 0.18], [-1.29, 0.37, -0.38], [0.30, 0.44, 0.00], [0.97, -0.54, 0.29], [-0.15, -1.11, 0.07], [0.23, 0.43, -0.65], [0.10, 0.54, 0.39], [-0.61, -0.58, 0.70], [0.73, 0.79, 0.27], [-0.07, -0.17, -0.27], [1.40, 0.20, 0.37], [-1.24, 0.43, -0.29], [0.31, -0.05, -0.01], [-0.68, 1.15, 0.29], [-0.27, -1.06, 0.06], [0.96, -0.56, -0.23], [-0.07, 0.03, 0.30], [1.15, 0.82, 0.32], [-1.06, -0.32, -0.77], [-0.22, -1.19, 0.50], [-0.22, -0.69, 0.03], [0.50, 1.68, -0.49], [2.01, -0.58, 1.81], [0.92, 2.15, -0.95], [-2.91, -1.43, -1.35], [0.40, 1.03, -0.81], [0.02, -0.51, 0.85], [-0.70, -0.68, 0.02], [0.81, -2.33, -0.69], [0.16, 1.34, 0.47], [-0.89, 0.87, 0.18], [-0.56, 0.54, -1.74], [-0.32, 0.09, -0.14], [0.74, -0.49, 1.62], [0.14, -0.22, -1.03], [-0.43, -0.24, 0.54], [0.58, -0.36, 0.51]],
  "relative_energy_ev": 0.000,
  "total_charge": -1,
  "multiplicity": 1,
  "homo_energy_ev": -7.65
}

(2)
{
  "formula": "C2H8P2S2",
  "method": "ωB97M-V with the def2-TZVPD basis set",
  "species": ["C", "C", "P", "P", "S", "S", "H", "H", "H", "H", "H", "H", "H", "H"],
  "coordinates": [[-0.089, 0.941, 1.353], [-2.001, -0.264, -0.683], [1.261, -0.075, 0.973], [-0.540, -0.914, -1.312], [0.753, 0.356, -2.007], [2.922, 1.155, 0.831], [-0.841, 0.615, 2.050], [-0.235, 1.859, 0.810], [-2.718, -0.895, -0.180], [-2.307, 0.708, -1.014], [1.478, -0.623, 2.243], [-0.798, -1.891, -2.283], [-0.056, -1.810, -0.345], [3.172, 0.838, -0.436]],
  "atomic_forces_ev_per_a": [[-0.42, -0.22, -0.48], [-0.34, 0.14, 0.45], [0.27, -0.31, 0.34], [0.76, -0.56, -0.93], [0.03, 0.25, -0.26], [0.36, 0.41, 0.32], [-0.12, 0.04, 0.22], [-0.09, 0.14, -0.02], [-0.06, -0.03, 0.12], [-0.04, 0.30, 0.00], [0.08, -0.06, 0.38], [-0.44, -0.07, -0.15], [-0.02, 0.05, 0.28], [0.02, -0.10, -0.29]],
  "relative_energy_ev": 2.955,
  "total_charge": 0,
  "multiplicity": 1,
  "homo_energy_ev": [-8.48, -7.75]
}

(3)
{
  "formula": "C22H28N3O2SbSn",
  "method": "ωB97M-V with the def2-TZVPD basis set",
  "species": ["Sn", "C", "C", "C", "C", "C", "C", "N", "Sb", "C", "C", "C", "C", "C", "C", "N", "C", "C", "C", "C", "C", "C", "N", "H", "H", "H", "H", "H", "H", "H", "H", "H", "H", "H", "H", "H", "H", "H", "H", "H", "H", "C", "O", "C", "C", "O", "C", "H", "H", "H", "H", "H", "H", "H", "H", "H", "H"],
  "coordinates": [[-1.064, 2.173, 1.114], [-1.020, 0.012, 3.435], [-0.579, -1.228, 2.707], [-0.724, -2.486, 3.291], [-0.302, -3.615, 2.611], [0.270, -3.464, 1.350], [0.346, -2.171, 0.870], [-0.052, -1.064, 1.485], [1.286, -1.913, -1.015], [1.470, -0.114, -2.118], [2.183, -0.206, -3.298], [2.302, 0.972, -4.033], [1.726, 2.122, -3.534], [1.042, 2.097, -2.314], [0.421, 3.347, -1.759], [0.908, 0.970, -1.602], [2.142, -3.601, -1.833], [3.030, -4.579, -2.165], [2.493, -5.547, -3.032], [1.182, -5.478, -3.483], [0.320, -4.446, -3.103], [-1.088, -4.320, -3.559], [0.864, -3.535, -2.271], [-2.025, 0.330, 3.129], [-0.278, 0.811, 3.288], [-1.073, -0.140, 4.513], [-1.152, -2.576, 4.281], [-0.400, -4.597, 3.056], [0.633, -4.320, 0.796], [2.629, -1.130, -3.643], [2.842, 0.978, -4.971], [1.807, 3.054, -4.079], [0.692, 4.228, -2.337], [0.773, 3.528, -0.736], [-0.671, 3.272, -1.787], [4.048, -4.615, -1.806], [3.121, -6.368, -3.356], [0.804, -6.243, -4.150], [-1.651, -5.213, -3.284], [-1.121, -4.247, -4.648], [-1.574, -3.446, -3.130], [-4.134, 3.105, 1.776], [-2.696, 3.233, 2.095], [-2.343, 4.531, 2.673], [-1.009, 4.365, 3.331], [-0.140, 3.686, 2.353], [1.302, 3.846, 2.630], [-4.401, 3.853, 1.032], [-4.689, 3.252, 2.699], [-4.291, 2.098, 1.400], [-3.099, 4.807, 3.409], [-2.328, 5.277, 1.876], [-1.051, 3.742, 4.225], [-0.565, 5.332, 3.563], [1.499, 3.512, 3.647], [1.549, 4.897, 2.501], [1.840, 3.234, 1.910]],
  "atomic_forces_ev_per_a": [[-0.01, -0.05, -0.02], [0.08, 0.06, 0.09], [-0.03, 0.11, -0.07], [0.05, -0.11, 0.00], [-0.02, 0.02, 0.05], [-0.03, 0.08, 0.03], [0.03, -0.04, -0.13], [-0.06, -0.04, 0.12], [0.04, 0.00, 0.03], [0.01, -0.02, -0.05], [-0.01, -0.01, 0.02], [-0.01, -0.01, 0.01], [0.02, 0.02, -0.02], [0.00, -0.02, 0.04], [-0.02, 0.01, 0.00], [0.02, 0.02, -0.03], [-0.06, -0.01, -0.03], [-0.01, 0.05, 0.02], [-0.02, -0.02, -0.02], [0.06, -0.05, 0.00], [-0.03, 0.08, 0.03], [0.00, 0.00, 0.00], [0.04, -0.05, -0.01], [0.00, -0.04, -0.04], [-0.01, -0.01, 0.01], [-0.02, -0.03, -0.01], [-0.01, 0.00, 0.00], [0.00, 0.00, 0.00], [0.02, 0.01, -0.01], [0.00, 0.00, 0.01], [0.00, 0.01, 0.00], [0.01, -0.01, -0.01], [-0.01, -0.01, -0.01], [0.00, -0.02, -0.01], [0.01, 0.01, 0.01], [0.00, 0.00, 0.00], [0.00, 0.00, 0.00], [0.00, 0.00, 0.00], [0.00, 0.00, 0.00], [0.00, 0.00, 0.00], [0.00, 0.00, 0.00], [0.00, 0.00, 0.02], [-0.02, 0.04, -0.04], [-0.09, 0.15, 0.04], [0.13, -0.06, -0.05], [0.03, -0.05, 0.00], [-0.08, 0.01, 0.02], [0.00, 0.00, 0.00], [-0.01, -0.02, 0.00], [-0.01, 0.01, -0.02], [0.00, -0.03, 0.00], [-0.01, -0.03, -0.01], [0.01, 0.03, 0.03], [-0.02, 0.01, 0.03], [0.02, 0.01, 0.00], [0.03, 0.00, 0.01], [0.01, 0.01, -0.01]],
  "relative_energy_ev": 0.000,
  "total_charge": 4,
  "multiplicity": 1,
  "homo_energy_ev": -20.72
}